Molecular formula: C54H118BF4N6O
Method: DFT, ωB97M-V/def2-TZVPD

Geometry as XYZ:
```
184
Properties=species:S:1:pos:R:3:mulliken_charge:R:1
C 20.641 -4.293 -6.719 -0.366
C 21.529 -3.799 -7.900 -1.309
C 21.083 -4.259 -9.296 -0.293
C 21.085 -5.799 -9.465 0.116
N 20.474 -6.259 -10.803 -0.072
C 20.245 -7.802 -10.837 0.021
C 19.213 -7.980 -11.981 -0.524
C 18.400 -6.654 -12.018 -0.705
C 19.056 -5.696 -11.004 0.290
C 21.437 -5.874 -11.991 -0.931
H 20.788 -5.344 -6.470 0.032
H 19.560 -4.198 -6.827 -0.126
H 20.792 -3.739 -5.792 0.576
H 22.513 -4.213 -7.681 0.425
H 21.694 -2.725 -7.810 0.455
H 21.733 -3.716 -9.982 0.386
H 20.104 -3.784 -9.344 0.246
H 20.494 -6.290 -8.692 -0.437
H 22.077 -6.249 -9.460 0.507
H 21.253 -8.197 -10.956 0.476
H 19.796 -8.035 -9.871 -0.268
H 19.688 -8.281 -12.914 0.445
H 18.602 -8.840 -11.708 0.099
H 18.511 -6.055 -12.923 0.360
H 17.332 -6.771 -11.835 0.400
H 19.089 -4.638 -11.266 0.659
H 18.597 -5.900 -10.037 -0.613
H 21.514 -4.789 -12.058 0.340
H 21.024 -6.181 -12.952 0.434
H 22.384 -6.406 -11.905 0.365
C 20.806 -11.549 -7.291 -1.409
C 20.450 -11.648 -8.816 0.270
C 20.403 -13.009 -9.372 -0.442
C 19.801 -13.055 -10.761 -0.084
N 20.004 -14.432 -11.492 0.156
C 19.487 -14.295 -12.953 -0.628
C 19.267 -15.762 -13.493 -0.825
C 18.680 -16.477 -12.312 -0.400
C 18.987 -15.598 -11.069 -0.524
C 21.423 -14.970 -11.514 -0.908
H 20.011 -11.891 -6.627 0.180
H 21.126 -10.526 -7.096 0.189
H 21.697 -12.099 -6.988 0.704
H 21.239 -11.085 -9.316 0.352
H 19.505 -11.115 -8.922 -0.466
H 19.901 -13.713 -8.709 0.392
H 21.432 -13.368 -9.380 0.386
H 20.383 -12.437 -11.444 0.286
H 18.722 -12.930 -10.847 -0.205
H 20.262 -13.906 -13.614 0.430
H 18.580 -13.690 -12.955 0.438
H 20.172 -16.220 -13.893 0.387
H 18.615 -15.870 -14.360 0.398
H 19.233 -17.416 -12.299 0.264
H 17.643 -16.711 -12.556 0.378
H 19.397 -15.988 -10.137 0.529
H 18.065 -15.179 -10.665 0.109
H 21.538 -15.951 -11.975 0.383
H 21.678 -15.015 -10.456 0.352
H 22.055 -14.186 -11.932 0.344
C 17.215 -4.485 -1.926 -1.282
C 18.053 -3.999 -3.029 -0.426
C 17.274 -3.516 -4.261 -0.717
C 16.355 -4.618 -4.882 -0.122
N 15.650 -4.107 -6.119 1.110
C 14.658 -3.026 -5.736 -0.668
C 13.437 -3.067 -6.586 -0.942
C 13.280 -4.549 -6.780 -0.680
C 14.663 -5.230 -6.607 0.205
C 16.525 -3.760 -7.338 -1.230
H 16.520 -3.706 -1.614 0.394
H 17.963 -4.757 -1.182 0.439
H 16.619 -5.389 -2.051 0.139
H 18.939 -4.629 -3.111 0.244
H 18.622 -3.149 -2.651 0.460
H 17.882 -3.089 -5.058 0.303
H 16.696 -2.666 -3.898 0.372
H 15.702 -5.155 -4.194 0.475
H 16.947 -5.395 -5.367 -0.377
H 15.139 -2.047 -5.757 0.428
H 14.281 -3.275 -4.744 0.410
H 13.397 -2.596 -7.568 0.356
H 12.547 -2.613 -6.150 0.399
H 12.955 -4.830 -7.782 0.389
H 12.474 -4.965 -6.175 0.419
H 14.926 -5.625 -7.589 -0.207
H 14.463 -6.063 -5.934 -0.084
H 17.172 -2.945 -7.012 0.330
H 15.882 -3.409 -8.145 0.406
H 17.099 -4.650 -7.596 0.432
C 22.233 -8.784 -4.177 -0.266
C 23.091 -9.833 -4.826 -0.095
C 24.214 -10.558 -4.040 -0.928
C 23.865 -10.790 -2.557 -0.852
N 24.906 -11.780 -1.883 0.242
C 24.981 -13.210 -2.479 -0.627
C 25.424 -14.133 -1.356 -0.612
C 25.077 -13.438 -0.048 -0.733
C 24.552 -12.088 -0.465 -0.522
C 26.366 -11.169 -1.896 -0.993
H 22.021 -8.940 -3.119 0.114
H 21.328 -8.711 -4.778 -0.403
H 22.634 -7.770 -4.178 0.493
H 23.343 -9.610 -5.863 0.556
H 22.273 -10.539 -4.972 -0.131
H 25.116 -9.949 -3.988 0.500
H 24.470 -11.366 -4.725 0.460
H 22.868 -11.151 -2.307 0.342
H 24.000 -9.830 -2.058 0.412
H 25.513 -13.318 -3.424 0.422
H 23.943 -13.429 -2.728 0.393
H 26.494 -14.341 -1.352 0.337
H 24.889 -15.082 -1.339 0.331
H 25.792 -13.497 0.773 0.356
H 24.281 -13.956 0.487 0.356
H 24.844 -11.275 0.200 0.445
H 23.462 -12.073 -0.446 0.328
H 26.385 -10.116 -1.614 0.285
H 26.671 -11.397 -2.917 0.450
H 26.936 -11.881 -1.299 0.436
C 12.211 -10.616 -5.452 -1.430
C 13.011 -9.663 -6.267 -0.402
C 13.759 -10.214 -7.410 -0.171
C 14.342 -9.149 -8.358 -0.550
N 15.126 -9.721 -9.600 0.810
C 14.102 -10.466 -10.534 -0.678
C 14.289 -11.934 -10.162 -0.824
C 15.732 -12.010 -10.049 -0.801
C 16.228 -10.751 -9.284 1.790
C 15.821 -8.596 -10.357 -2.054
H 11.682 -11.226 -6.184 0.387
H 11.428 -10.124 -4.875 0.412
H 12.765 -11.259 -4.767 0.242
H 13.735 -9.145 -5.639 -0.003
H 12.393 -8.898 -6.737 0.517
H 12.934 -10.659 -7.966 0.463
H 14.462 -11.026 -7.223 0.361
H 14.969 -8.386 -7.896 -0.413
H 13.532 -8.533 -8.749 0.645
H 14.310 -10.357 -11.598 0.456
H 13.132 -10.006 -10.343 0.331
H 13.980 -12.559 -11.000 0.510
H 13.810 -12.309 -9.258 0.281
H 16.350 -12.115 -10.941 0.348
H 16.146 -12.941 -9.661 0.585
H 17.227 -10.471 -9.618 -0.619
H 16.173 -10.994 -8.223 -1.116
H 15.015 -8.015 -10.804 0.477
H 16.485 -9.001 -11.121 0.563
H 16.477 -8.069 -9.663 0.718
C 18.879 -7.781 -2.814 -1.499
C 18.332 -9.119 -2.450 1.801
C 16.904 -8.864 -1.942 -1.178
C 15.945 -10.074 -1.908 -1.158
C 15.780 -10.592 -3.289 -0.654
C 17.104 -11.087 -3.880 1.415
N 18.292 -10.078 -3.650 1.106
O 19.537 -10.453 -4.104 -0.050
C 16.768 -11.257 -5.393 -1.303
C 17.504 -12.422 -3.245 -1.668
C 19.144 -9.818 -1.344 -1.725
H 18.368 -7.484 -3.730 0.104
H 19.937 -7.629 -3.028 0.123
H 18.610 -7.137 -1.977 0.456
H 16.469 -8.031 -2.494 0.090
H 16.925 -8.476 -0.923 0.618
H 14.973 -9.759 -1.528 0.519
H 16.242 -10.869 -1.224 0.381
H 15.296 -9.855 -3.930 -0.228
H 15.067 -11.409 -3.181 0.594
H 15.924 -11.928 -5.551 0.581
H 17.613 -11.641 -5.966 0.240
H 16.478 -10.276 -5.769 -0.048
H 16.758 -13.215 -3.185 0.374
H 18.040 -12.323 -2.301 0.304
H 18.246 -12.810 -3.942 0.449
H 19.233 -9.146 -0.491 0.479
H 20.162 -9.981 -1.698 0.259
H 18.684 -10.694 -0.887 0.396
B 18.194 -7.773 -7.143 0.118
F 19.325 -7.732 -6.377 -0.330
F 18.186 -6.720 -7.990 -0.341
F 18.232 -8.891 -7.877 0.112
F 16.972 -7.673 -6.394 -0.267
```

Total charge: +5

***

Molecular formula: C20H26BBrClN7Rh
Method: DFT, ωB97M-V/def2-TZVPD

Geometry as XYZ:
```
57
Properties=species:S:1:pos:R:3:nbo_charge:R:1
Rh -1.350 0.117 -0.512 1.053
C 0.004 1.146 -3.523 -0.662
C 0.790 1.267 -2.262 0.216
C 2.057 1.818 -2.090 -0.330
C 2.349 1.737 -0.740 0.239
C 3.571 2.179 -0.009 -0.648
N 1.306 1.162 -0.130 -0.313
N 0.361 0.863 -1.051 -0.212
B 1.034 0.806 1.342 0.511
N 0.718 -0.697 1.415 -0.327
N -0.374 -1.161 0.768 -0.317
C -0.497 -2.464 1.030 0.198
C -1.624 -3.284 0.496 -0.650
C 0.556 -2.847 1.865 -0.342
C 1.301 -1.701 2.093 0.245
C 2.532 -1.524 2.915 -0.652
N -0.235 1.571 1.739 -0.329
N -1.423 1.241 1.156 -0.279
C -2.396 1.916 1.794 0.227
C -3.857 1.808 1.520 -0.649
C -1.804 2.701 2.783 -0.338
C -0.448 2.457 2.723 0.250
C 0.651 3.008 3.565 -0.650
H 0.469 1.749 -4.299 0.244
H -0.026 0.116 -3.872 0.222
H -1.021 1.489 -3.378 0.259
H 2.682 2.238 -2.860 0.245
H 4.267 2.632 -0.710 0.242
H 3.329 2.912 0.761 0.237
H 4.067 1.338 0.477 0.235
H 1.965 1.080 2.034 -0.004
H -2.332 -2.670 -0.058 0.219
H -1.259 -4.070 -0.167 0.238
H -2.159 -3.766 1.314 0.249
H 0.741 -3.828 2.268 0.244
H 2.841 -2.486 3.317 0.241
H 3.351 -1.119 2.319 0.233
H 2.359 -0.842 3.747 0.238
H -4.109 0.889 1.001 0.229
H -4.396 1.834 2.466 0.235
H -4.199 2.643 0.910 0.251
H -2.314 3.351 3.473 0.242
H 0.250 3.766 4.233 0.242
H 1.116 2.229 4.171 0.235
H 1.429 3.464 2.953 0.232
Br -3.644 -1.119 -3.400 0.165
C -1.894 -1.737 -3.175 0.165
C -1.453 -2.642 -4.135 -0.270
C -0.196 -3.192 -4.023 -0.115
C 0.589 -2.830 -2.938 -0.248
C 0.083 -1.930 -2.033 0.058
N -1.147 -1.363 -2.129 -0.518
H -2.112 -2.901 -4.950 0.256
H 0.163 -3.892 -4.765 0.243
H 1.576 -3.242 -2.789 0.244
H 0.680 -1.622 -1.193 0.228
Cl -2.917 1.402 -1.457 -0.462
```

Total charge: +1

***

Number 1: E_tot -80400.65275 eV, frontier orbital gap 0.23363 Eh. Number 2: E_tot -117840.92881 eV, frontier orbital gap 0.28779 Eh.